# 1
This record from OMol25 describes C27H72CuF4N2O35S13 as an isolated structure in a non-equilibrium geometry. The level of theory is ωB97M-V with the def2-TZVPD basis set.

Values from the calculation:
DFT total energy = -300165.1520 eV
Largest force on an atom = 7.70 eV/A
Charge = 0
LUMO (alpha / beta) = -1.09 / -4.37 eV
2S+1 = 2

Structure (XYZ):
```
154
Properties=species:S:1:pos:R:3:lowdin_spin:R:1
C -12.4436 -6.5040 4.3199 0.000
H -18.5956 -13.8911 4.1032 0.000
C -15.4431 -8.7065 1.2888 0.000
S -16.5098 -6.8438 9.4537 0.002
H -22.6123 -10.1748 9.5005 0.000
C -13.4535 -16.0644 4.3679 0.000
C -19.8079 -16.6374 7.4513 0.000
H -22.6930 -7.9145 5.7203 0.000
O -14.0012 -9.6145 8.7846 0.017
H -13.9609 -14.7310 -1.0162 0.000
S -14.3369 -10.0963 5.4614 0.003
O -11.6111 -10.5483 8.6877 0.001
H -14.8938 -8.3060 2.1408 0.000
O -18.1759 -9.8815 0.3762 0.000
O -20.5465 -11.2291 8.7656 0.001
O -12.0328 -7.8291 4.3739 0.000
H -18.3940 -13.2755 0.4329 0.000
S -11.9039 -15.4486 7.9793 0.000
C -19.8626 -12.8193 6.6817 0.003
O -18.1872 -10.9355 7.7899 0.023
O -18.0920 -6.4439 5.1241 0.001
N -16.9474 -8.5263 9.4732 0.031
C -17.5728 -18.0321 5.4112 0.000
S -19.1414 -12.0075 8.2079 0.002
H -11.7187 -13.1237 8.6144 0.000
C -13.7949 -6.3878 3.6498 0.000
S -11.3822 -8.5218 3.0113 0.000
H -19.0692 -13.3482 6.1537 0.000
S -17.8698 -8.3743 10.7505 0.003
O -18.9652 -15.9096 6.5472 0.000
H -13.6771 -6.4438 2.5677 0.000
O -15.2299 -14.8639 1.4480 0.000
H -14.6866 -8.9339 0.5378 0.000
C -12.2995 -13.6474 7.8551 0.000
H -13.8883 -14.8951 6.1427 0.000
H -23.0841 -10.5972 7.7981 0.000
H -11.9087 -13.4034 6.8672 0.000
H -12.0203 -8.7962 13.2525 0.000
H -17.1012 -11.1417 -2.2220 0.000
O -21.2337 -13.0195 4.0905 0.000
C -18.9142 -13.8465 3.0617 0.000
H -20.8693 -17.7427 5.8159 0.000
H -13.2021 -7.6534 11.3717 0.000
C -13.4674 -15.8628 5.8700 0.000
O -16.1304 -12.5104 1.5973 0.000
S -15.2329 -13.4796 0.9739 0.000
O -12.8161 -16.0674 8.9540 0.000
C -16.4720 -7.7080 0.7940 0.000
O -16.7239 -7.9727 -0.5987 0.000
O -13.0103 -10.6519 5.5840 0.004
H -21.2343 -14.1695 -0.3392 0.000
O -16.8565 -16.7424 7.7136 0.000
S -20.6977 -14.0414 3.1273 0.000
C -19.2646 -13.4160 -0.2077 0.000
H -13.6408 -11.7562 0.8849 0.000
O -19.2314 -7.9385 10.5673 0.004
H -12.7697 -15.4715 3.7605 0.000
S -12.5811 -9.5424 9.0849 0.001
H -12.4937 -6.1808 5.3597 0.000
O -14.8041 -12.5007 4.4962 0.006
O -19.8365 -8.1206 5.7192 0.000
H -17.2896 -7.5238 1.4909 0.000
O -21.0332 -13.4293 1.5847 0.000
H -20.0706 -16.0375 8.3227 0.000
C -15.7821 -15.2664 -2.0912 0.000
H -11.6669 -5.8802 3.8776 0.000
N -15.3814 -10.6968 6.4683 0.032
S -18.2086 -7.8677 5.3872 0.000
O -17.1384 -12.1418 5.2135 0.000
H -12.8802 -7.1431 8.8659 0.000
H -18.4913 -12.9173 2.6799 0.000
H -14.2179 -5.4316 3.9576 0.000
C -16.5582 -10.3488 -1.7077 0.000
H -15.3272 -15.9052 -2.8482 0.000
H -16.5894 -14.7111 -2.5688 0.000
H -15.7710 -9.7032 1.5840 0.000
O -17.3675 -8.5671 6.3735 0.009
H -22.6117 -7.0318 4.2527 0.000
H -20.9456 -6.3245 5.9359 0.000
H -18.5015 -14.6606 2.4659 0.000
H -20.6777 -13.4225 7.0815 0.000
H -14.4204 -15.7548 3.9710 0.000
H -21.5092 -16.1117 6.1402 0.000
H -14.5195 -7.1467 3.9450 0.000
O -12.3617 -9.4503 10.7390 0.001
C -22.4761 -9.9603 8.4406 0.000
C -20.7205 -7.1024 5.2062 0.000
O -18.6639 -8.8036 -1.9506 0.000
H -15.9813 -6.7433 0.9225 0.000
O -12.2410 -16.0617 6.4406 0.000
F -18.0845 -9.9133 10.8908 0.001
C -20.9595 -10.1091 8.1054 0.000
H -16.0428 -10.7299 -0.8262 0.000
C -12.0565 -7.8185 8.6348 0.001
H -17.2369 -8.8671 3.4203 0.000
H -22.7935 -8.9285 8.2899 0.000
C -13.5068 -12.8186 1.0889 0.000
H -13.2580 -17.0927 4.0637 0.000
H -18.9212 -14.0959 -0.9874 0.000
O -12.4330 -9.3603 2.3788 0.000
H -13.2677 -10.0036 13.2109 0.000
O -20.9748 -15.4557 3.2249 0.000
H -9.7223 -10.0216 2.9929 0.000
H -20.2381 -11.9925 6.0788 0.000
O -10.6764 -7.4772 2.2610 0.000
H -19.3876 -12.4112 -0.6119 0.000
H -16.3227 -15.8937 -1.3823 0.000
C -10.1713 -9.5484 3.8662 0.000
C -18.2370 -8.7488 3.8373 0.000
S -17.7496 -9.2399 -0.8972 0.000
C -13.0737 -8.9486 13.0174 0.000
S -17.3849 -16.4481 6.4002 0.000
H -18.1414 -17.7822 4.5155 0.000
O -16.6855 -15.5089 5.5163 0.000
C -22.0495 -7.7435 4.8573 0.000
H -14.4444 -8.8520 11.3629 0.000
F -14.3629 -8.6149 6.1673 0.002
H -20.4349 -6.4992 4.3444 0.000
H -13.6905 -8.4355 13.7553 0.000
Cu -16.2730 -9.8412 8.0973 0.830
H -9.5090 -8.8944 4.4333 0.000
H -18.9255 -8.1881 3.2050 0.000
S -15.7222 -12.0613 5.5018 0.002
H -13.2354 -12.9566 2.1355 0.000
H -11.1811 -7.6584 9.2642 0.000
O -15.7025 -6.5289 10.5909 0.005
C -13.3788 -8.7147 11.5464 0.000
H -21.9569 -8.6812 4.3094 0.000
O -10.4718 -15.5733 8.1708 0.000
O -18.7631 -13.0973 9.1636 0.000
H -20.8657 -10.2756 7.0323 0.000
H -12.7652 -13.3883 0.5290 0.000
H -11.7557 -7.8661 7.5883 0.000
H -19.3886 -17.5795 7.8045 0.000
C -14.8101 -14.2715 -1.5221 0.000
H -21.7993 -17.3918 7.2592 0.000
O -14.8377 -9.6560 4.1703 0.004
O -17.2718 -8.0797 12.0557 0.006
H -16.6066 -18.4568 5.1390 0.000
F -15.3968 -7.0647 8.3455 0.003
O -15.4134 -13.3614 -0.6899 0.000
C -21.0424 -16.9903 6.5854 0.000
H -14.0737 -16.6747 6.2716 0.000
H -14.2758 -13.6330 -2.2257 0.000
H -13.3742 -13.5411 8.0024 0.000
F -15.6258 -13.1483 6.7265 0.000
H -15.9268 -9.6504 -2.2569 0.000
H -18.1251 -18.7329 6.0373 0.000
O -17.4112 -5.8763 8.7701 0.003
C -20.4961 -14.1032 0.4600 0.000
H -20.2842 -9.2756 8.2982 0.000
H -20.2793 -15.1429 0.7050 0.000
H -18.6094 -9.7651 3.9664 0.000
H -10.7503 -10.1515 4.5656 0.000
```

# 2
This record from OMol25 describes a 6-piece molecular cluster, C8H28N4O6 overall in a non-equilibrium geometry. The level of theory is ωB97M-V with the def2-TZVPD basis set.

Values from the calculation:
DFT total energy = -26993.3497 eV
Structure (SMILES) = NC(N)=O.NC(N)=O.CC(C)O.CO.CO.CO
Largest force on an atom = 6.89 eV/A
Charge = 0
LUMO = 0.25 eV
ΔE to the lowest compared entry with this formula, charge and spin = 91.7 kcal/mol

Structure (XYZ):
```
46
Properties=species:S:1:pos:R:3:lowdin_charge:R:1
H -6.3611 -2.6114 -3.0096 0.126
C 1.8359 -5.4237 -2.7368 -0.471
O 1.6252 -4.3573 -3.6320 -0.068
C 7.5339 5.9704 4.3605 -0.183
O 1.5665 1.0592 -3.7917 -0.124
H 0.9805 1.7275 0.4172 0.092
O 6.9854 5.7780 3.0863 -0.122
H -5.7021 -3.0782 -1.4163 0.112
H 7.3789 6.9715 4.7628 0.076
H 2.2137 1.4574 2.3198 0.078
N -5.1326 3.5272 5.6740 0.150
H 1.2552 1.5700 -5.7285 0.076
H 1.5387 2.8451 2.9938 0.082
C 0.6993 1.4363 -4.8005 -0.189
C -4.4394 2.4760 5.3080 -0.763
O 0.6967 1.9585 1.3047 -0.092
H 0.8860 -4.3402 -0.9968 0.073
H -5.6898 3.4619 6.5139 0.119
N -4.3212 -1.2704 -1.2485 0.166
H 0.8706 -6.1512 -0.9151 0.072
H -4.4415 -2.0314 -0.5954 0.107
C 0.8375 -5.2726 -1.5593 -0.061
O -5.3639 -0.3863 -2.9591 0.032
H -0.1636 -5.2707 -1.9906 0.075
C 1.7166 -6.7920 -3.5430 -0.035
H -5.4133 4.1412 4.9228 0.104
H 0.3448 2.4184 -4.4875 0.077
H 2.4230 -6.9228 -4.3627 0.070
N -4.0734 2.6607 4.0899 0.149
H 1.8948 -7.6026 -2.8364 0.068
H 2.3834 3.0609 1.4778 0.084
H -4.4555 3.3777 3.4899 0.114
H 2.8584 -5.2900 -2.3836 0.120
H -0.1099 0.7333 -4.9980 0.084
O -4.1625 1.4584 5.9809 0.001
H 0.7004 -6.8485 -3.9334 0.073
H 1.5763 -3.5113 -3.1809 0.084
H 7.0549 5.3260 5.0977 0.076
H 8.5656 5.6355 4.2535 0.078
C -5.1591 -1.3159 -2.2026 -0.832
H 2.3808 1.5575 -3.8930 0.077
H -3.7252 -0.5074 -0.9609 0.130
H 7.4015 6.4274 2.5147 0.074
H -3.3991 1.9896 3.7506 0.126
N -5.8158 -2.4267 -2.1797 0.159
C 1.7246 2.3852 2.0232 -0.245
```

# 3
This record from OMol25 describes an isolated molecule of C6H11N in a non-equilibrium geometry. The level of theory is ωB97M-V with the def2-TZVPD basis set.

Values from the calculation:
DFT total energy = -7886.3302 eV
Structure (SMILES) = C=CC/C(C)=C/N
Largest force on an atom = 4.79 eV/A
Charge = 0
LUMO = 1.03 eV
ΔE to the lowest compared entry with this formula, charge and spin = 96.9 kcal/mol

Structure (XYZ):
```
18
Properties=species:S:1:pos:R:3:lowdin_charge:R:1
C 1.8070 0.0554 -0.7708 -0.203
H 0.3554 -0.9013 -2.0984 0.110
C -0.6512 -0.2248 -0.1470 -0.323
H 2.3787 -0.3776 0.0339 0.087
H -0.2013 0.7205 -1.7250 0.161
H -2.6827 -0.3729 0.2449 0.110
C 0.4069 -0.2076 -1.2582 -0.195
H -1.8764 -1.9189 -0.7164 0.062
N -1.1675 -0.1245 2.4169 -0.003
H 1.7531 2.1041 -1.4644 0.053
H -0.4952 -0.2056 3.1837 0.067
H 3.5704 1.4548 -1.1345 0.086
H -2.5318 -0.5631 -1.2959 0.041
C 2.4015 1.2749 -1.0832 -0.023
C -0.4546 0.1720 1.1753 -0.168
H 0.3766 0.9499 1.2477 0.117
C -1.9712 -0.8987 -0.4865 -0.084
H -1.7046 -1.0458 2.2282 0.105
```